[1]
Here is 10 unconnected molecules or ions with the total composition C9H38O10 from the Open Molecules 2025 dataset. Energies are from ωB97M-V with the def2-TZVPD basis set.

Calculated values
HOMO (alpha / beta), eV: -12.2 / -11.6
LUMO energy (alpha / beta), eV: -3.06 / -9.99
Electronic energy, a.u.: -1117.49150
Multiplicity: 2
Total charge: +1
Orbital gap (alpha / beta), eV: 9.14 / 1.62

Each line ends with the Löwdin charge.
Positions of all 57 atoms, in Å:
O1 -1.92082 1.21816 -3.42096  -0.018
H1 -1.29360 1.11635 -2.70510  0.019
H2 -1.99942 2.16488 -3.53834  0.053
C1 -4.53436 -0.08721 -1.65276  0.055
O2 -4.40944 -0.35669 -3.12134  0.235
H3 -5.52913 -0.05705 -1.20820  0.119
H4 -3.81018 -0.64099 -1.05528  0.112
H5 -4.11216 0.91426 -1.56976  0.127
H6 -3.49057 -0.13626 -3.29074  0.087
C2 1.74135 -0.77426 -3.72220  -0.171
O3 3.12838 -0.75042 -3.42956  -0.105
H7 1.47685 -1.20346 -4.68861  0.081
H8 1.37359 -1.48404 -2.98122  0.073
H9 1.09671 0.09965 -3.62820  0.062
H10 3.24062 -1.69003 -3.26789  0.086
C3 3.10674 -1.46231 2.09870  -0.176
O4 2.98754 -2.81094 1.87697  -0.074
H11 4.15209 -1.15602 2.05968  0.094
H12 2.43263 -0.94738 1.41421  0.068
H13 2.88318 -1.17961 3.12739  0.087
H14 2.03924 -2.96036 1.87644  0.040
C4 -0.78719 -3.78131 1.65147  -0.136
O5 0.15943 -3.55104 2.69272  -0.121
H15 -0.45267 -4.55187 0.95690  0.081
H16 -1.76455 -4.02109 2.07024  0.084
H17 -0.87535 -2.91762 0.99240  0.043
H18 0.42590 -4.29985 3.23112  0.095
C5 0.93273 1.45756 3.66268  -0.186
O6 0.95286 1.16642 5.02587  -0.113
H19 0.48753 0.57335 3.20653  0.063
H20 0.27781 2.31780 3.52423  0.075
H21 1.95268 1.66107 3.33649  0.088
H22 0.08303 0.85139 5.28229  0.080
C6 3.75973 0.93094 -1.03166  -0.220
O7 3.73842 1.65524 0.11066  -0.101
H23 3.99460 -0.08158 -0.70343  0.087
H24 2.78251 0.93099 -1.51452  0.046
H25 4.46487 1.32455 -1.76375  0.093
H26 3.47475 2.53592 -0.16588  0.077
C7 -3.84202 -0.36373 1.90598  -0.175
O8 -2.71795 -1.00146 1.51730  -0.105
H27 -4.36977 -0.01285 1.01916  0.057
H28 -4.50284 -0.99940 2.49535  0.098
H29 -3.56093 0.47340 2.54497  0.094
H30 -2.22747 -0.45103 0.90243  0.015
C8 0.09888 3.72467 -1.96160  -0.100
O9 -0.38946 3.16843 -0.71181  -0.134
H31 -0.49246 3.70814 -2.87709  0.078
H32 0.62701 4.67069 -1.84226  0.089
H33 0.96088 3.06445 -2.05728  0.071
H34 0.33810 3.23473 -0.08903  0.084
C9 -0.10357 -0.13093 -0.00506  -0.080
O10 -1.40213 0.31272 -0.47153  -0.156
H35 0.13584 0.47948 0.86568  0.079
H36 0.00582 -1.14364 0.38295  0.073
H37 0.63316 -0.01854 -0.80049  0.072
H38 -1.35744 1.26800 -0.55540  0.050

=====

[2]
Here is a single C9H3N5 molecule from the Open Molecules 2025 dataset. Energies are from ωB97M-V with the def2-TZVPD basis set.

Calculated values
HOMO, eV: -9.4
LUMO energy, eV: -2.75
ΔE to the lowest compared entry with this formula, charge and spin, eV: 0.000
Electronic energy, a.u.: -618.34865
Total charge: 0
Orbital gap, eV: 6.63

Each line ends with the Löwdin charge.
Positions of all 17 atoms, in Å:
C1 -2.77050 -0.98195 -0.16829  -0.172
C2 -1.93014 1.78271 -0.08736  -0.157
C3 -0.25683 -2.84664 0.28497  -0.253
C4 0.87365 2.34733 0.24488  -0.200
C5 -1.38966 -0.65719 -0.03132  -0.201
C6 -0.97547 0.75366 -0.01731  -0.131
C7 -0.39220 -1.53206 0.23269  -0.017
C8 0.35904 1.09271 -0.04104  -0.190
C9 1.41996 0.11979 -0.27326  -0.037
N1 -3.89464 -1.14001 -0.29049  0.197
N2 -2.64622 2.69129 -0.10592  0.224
N3 0.17616 -3.95199 0.30364  0.166
N4 1.32749 3.38959 0.34018  0.212
N5 2.76952 0.02631 0.04247  0.153
H1 1.00394 -0.62089 -1.10512  0.170
H2 3.00478 0.23860 1.01264  0.129
H3 3.32112 -0.71128 -0.34135  0.107

=====

[3]
Here is 13 unconnected molecules or ions with the total composition C9H41N2O17P from the Open Molecules 2025 dataset. Energies are from ωB97M-V with the def2-TZVPD basis set.

Calculated values
HOMO, eV: -9.3
LUMO energy, eV: -0.43
Electronic energy, a.u.: -2097.24533
Total charge: 0
Orbital gap, eV: 8.92

Each line ends with the Löwdin charge.
Positions of all 70 atoms, in Å:
C1 1.16161 -2.61450 0.73447  -0.102
C2 1.14720 -1.99105 -0.81614  -0.221
N1 -0.21855 -1.37108 -1.01298  -0.071
C3 -0.14187 0.12344 -1.29540  -0.190
C4 -0.90754 0.65524 -2.68429  -0.169
O1 -0.35508 0.59739 -3.91725  0.000
O2 -2.23515 1.22133 -2.27950  -0.055
C5 -2.56678 0.48946 -1.03515  -0.250
C6 -4.01289 0.73918 -0.30331  -0.082
C7 -4.62527 -0.78585 0.00477  -0.303
C8 -4.27213 -1.65215 1.36606  -0.069
N2 -5.43816 -1.30799 -1.00329  0.071
C9 -1.17534 0.77818 -0.15465  -0.189
P1 -0.83970 2.62986 0.25240  0.809
O3 -2.23678 3.43200 0.18830  -0.374
O4 -0.16643 2.84316 1.88256  -0.230
O5 0.27465 3.41385 -0.83174  -0.227
H1 0.57755 -3.65064 0.72759  0.079
H2 2.24856 -2.77494 1.14521  0.056
H3 0.56576 -1.92323 1.49755  0.073
H4 1.21430 -2.90617 -1.57838  0.099
H5 2.04478 -1.26854 -1.02141  0.109
H6 -0.84058 -1.55226 -0.16854  0.094
H7 0.91710 0.60310 -1.14242  0.145
H8 -2.70802 -0.61544 -1.46142  0.151
H9 -4.79163 1.34683 -0.96860  0.141
H10 -3.94916 1.31358 0.72628  0.118
H11 -3.09061 -1.80752 1.35459  0.076
H12 -4.60662 -1.13553 2.36474  0.090
H13 -4.71658 -2.75264 1.25831  0.070
H14 -5.51329 -0.61149 -1.79480  0.043
H15 -1.13421 0.30286 0.93874  0.143
H16 -0.90276 3.11186 2.50745  0.060
H17 0.34236 2.95495 -1.71969  0.095
O6 4.09674 -1.71530 0.63457  -0.070
H18 4.71468 -1.84049 1.37037  0.022
H19 4.64871 -1.35586 -0.07616  0.057
O7 1.05859 6.10698 -1.85018  -0.044
H20 0.80744 5.17982 -1.72283  0.004
H21 1.69410 6.27724 -1.13875  0.049
O8 0.47919 8.61943 0.46936  -0.061
H22 0.46834 7.83959 -0.10566  0.007
H23 0.81260 8.28252 1.31453  0.037
O9 3.24392 2.62292 -0.69106  -0.063
H24 3.39480 2.59222 -1.64773  0.043
H25 2.32141 2.90779 -0.60855  -0.016
O10 -5.45732 -4.33870 2.48532  -0.071
H26 -5.97854 -4.30436 3.30145  0.048
H27 -5.70401 -5.18618 2.08545  0.050
O11 -2.52208 -3.29572 -2.95859  -0.070
H28 -2.08757 -2.68474 -2.34473  -0.007
H29 -2.22598 -2.99964 -3.83246  0.040
O12 0.81787 -4.90428 -2.00224  -0.079
H30 0.11709 -5.55788 -1.85856  0.017
H31 1.22942 -5.18141 -2.83460  0.051
O13 5.71759 -0.38522 2.97502  -0.058
H32 6.01616 -0.24101 3.88551  0.053
H33 4.83062 0.00448 2.95498  0.052
O14 -0.27741 -6.76514 -0.24398  -0.061
H34 0.61024 -6.86534 0.13146  0.053
H35 -0.86846 -6.91541 0.50907  0.052
O15 -0.77422 2.80600 4.68929  -0.059
H36 -0.52250 3.20172 5.53721  0.053
H37 -0.13890 2.08410 4.57005  0.046
O16 7.74597 -2.94777 2.70328  -0.065
H38 7.03528 -2.34436 2.96735  -0.002
H39 8.08313 -3.29418 3.54310  0.038
O17 2.77743 6.52536 -4.79586  -0.071
H40 2.25621 6.55970 -3.97973  0.005
H41 2.53074 5.67788 -5.19574  0.033

=====

[4]
Here is 12 unconnected molecules or ions with the total composition C9H42N18O12 from the Open Molecules 2025 dataset. Energies are from ωB97M-V with the def2-TZVPD basis set.

Calculated values
HOMO, eV: -9.5
LUMO energy, eV: 0.12
ΔE to the lowest compared entry with this formula, charge and spin, eV: 0.682
Electronic energy, a.u.: -2257.01734
SMILES: NC(N)=O.NC(N)=O.NC(N)=O.NC(N)=O.NC(N)=O.NC(N)=O.NC(N)=O.NC(N)=O.NC(N)=O.O.O.O
Total charge: 0
Orbital gap, eV: 9.58

Each line ends with the Löwdin charge.
Positions of all 81 atoms, in Å:
N1 -3.52633 -0.06035 -0.65116  0.169
C1 -3.22219 0.90495 -1.59076  -0.712
N2 -2.19558 0.63233 -2.38130  0.185
O1 -3.84741 1.94689 -1.66018  0.014
H1 -2.84855 -0.72597 -0.37063  0.054
H2 -4.06605 0.23625 0.14724  0.103
H3 -1.87084 1.33515 -2.99824  0.066
H4 -1.81193 -0.29509 -2.57704  0.067
N3 2.28790 5.12969 -0.08093  0.125
C2 2.91216 4.26348 0.85999  -0.616
N4 2.37801 4.39369 2.18525  0.147
O2 3.78992 3.52121 0.46793  0.019
H5 2.67688 5.16999 -1.02292  0.096
H6 1.80322 5.95889 0.27561  0.098
H7 1.42430 4.13808 2.18323  0.033
H8 2.96737 3.94421 2.84240  0.076
N5 3.30081 -1.30344 0.30786  0.198
C3 2.84094 -2.46443 -0.12502  -0.693
N6 2.67587 -2.59075 -1.39118  0.204
O3 2.47436 -3.33846 0.71783  -0.054
H9 3.46080 -1.13828 1.28412  0.100
H10 3.75339 -0.76463 -0.36960  0.096
H11 2.78763 -1.78387 -1.93509  0.082
H12 2.25070 -3.48432 -1.78461  0.155
N7 -1.02933 3.01079 -0.07283  0.164
C4 -1.51011 3.93038 0.85906  -0.679
N8 -2.76396 4.36052 0.49435  0.148
O4 -0.93325 4.35107 1.81895  0.028
H13 -1.72070 2.73946 -0.76215  0.055
H14 -0.08727 2.58471 0.07462  0.070
H15 -3.31585 5.01454 1.06343  0.119
H16 -3.34141 3.82214 -0.12963  0.068
N9 -3.82542 -2.89230 -2.68637  0.162
C5 -2.46642 -3.12860 -2.65727  -0.575
N10 -2.17258 -4.43773 -2.27830  0.177
O5 -1.67259 -2.18777 -2.83615  -0.026
H17 -4.41719 -3.54883 -2.20200  0.096
H18 -4.16125 -1.95031 -2.63790  0.087
H19 -1.34869 -4.43029 -1.77664  0.051
H20 -2.93930 -4.91815 -1.82847  0.103
N11 -2.23608 -2.18622 2.13040  0.157
C6 -1.23927 -2.91268 1.53407  -0.678
N12 -0.17305 -3.28753 2.33470  0.179
O6 -1.33287 -3.38258 0.40932  0.007
H21 -2.10635 -1.95086 3.13481  0.123
H22 -3.16536 -2.22793 1.76780  0.091
H23 0.66294 -3.61964 1.86822  0.070
H24 -0.04609 -2.76016 3.15879  0.071
N13 2.64772 -0.66896 3.73141  0.179
C7 2.55587 0.28817 4.68593  -0.728
N14 1.60513 1.19274 4.48863  0.155
O7 3.31785 0.47894 5.60341  0.037
H25 1.95239 -0.69457 3.05039  0.003
H26 3.09003 -1.53164 3.93820  0.103
H27 0.82404 0.79920 3.90561  0.097
H28 1.34377 1.73577 5.24774  0.083
N15 0.48172 0.36256 -4.85074  0.146
C8 0.81012 1.15401 -3.77636  -0.694
N16 0.14573 2.34420 -3.67682  0.155
O8 1.46092 0.76033 -2.83536  0.010
H29 -0.42009 0.55341 -5.32313  0.112
H30 0.80278 -0.65109 -4.81326  0.109
H31 -0.37789 2.65988 -4.44265  0.086
H32 0.49694 2.88516 -2.89867  0.110
N17 0.19185 -0.42840 -0.09715  0.221
C9 0.62199 0.19403 1.01302  -0.607
N18 1.37799 1.33333 0.86617  0.153
O9 0.42364 -0.33047 2.15094  -0.065
H33 0.57426 -0.22023 -0.97525  0.049
H34 -0.05926 -1.42299 0.04301  0.102
H35 1.83025 1.66218 1.76751  0.118
H36 1.97367 1.53001 0.04943  0.108
O10 -2.99193 2.88064 3.92046  -0.049
H37 -2.49150 2.08511 3.87682  0.004
H38 -2.42590 3.60638 3.62635  0.017
O11 0.92943 -2.65700 -3.82783  -0.052
H39 0.02501 -2.63083 -3.55012  -0.027
H40 0.98097 -3.49014 -4.31378  0.060
O12 1.59132 -5.79479 -0.27848  -0.114
H41 1.74360 -5.03454 0.34443  -0.004
H42 1.91366 -6.56762 0.23650  0.044

=====

- total charge of number 1 (C9H38O10)?
  +1

=====

Copy entry 2 word for word.
Here is a single C9H3N5 molecule from the Open Molecules 2025 dataset. Energies are from ωB97M-V with the def2-TZVPD basis set.

Calculated values
HOMO, eV: -9.4
LUMO energy, eV: -2.75
ΔE to the lowest compared entry with this formula, charge and spin, eV: 0.000
Electronic energy, a.u.: -618.34865
Total charge: 0
Orbital gap, eV: 6.63

Each line ends with the Löwdin charge.
Positions of all 17 atoms, in Å:
C1 -2.77050 -0.98195 -0.16829  -0.172
C2 -1.93014 1.78271 -0.08736  -0.157
C3 -0.25683 -2.84664 0.28497  -0.253
C4 0.87365 2.34733 0.24488  -0.200
C5 -1.38966 -0.65719 -0.03132  -0.201
C6 -0.97547 0.75366 -0.01731  -0.131
C7 -0.39220 -1.53206 0.23269  -0.017
C8 0.35904 1.09271 -0.04104  -0.190
C9 1.41996 0.11979 -0.27326  -0.037
N1 -3.89464 -1.14001 -0.29049  0.197
N2 -2.64622 2.69129 -0.10592  0.224
N3 0.17616 -3.95199 0.30364  0.166
N4 1.32749 3.38959 0.34018  0.212
N5 2.76952 0.02631 0.04247  0.153
H1 1.00394 -0.62089 -1.10512  0.170
H2 3.00478 0.23860 1.01264  0.129
H3 3.32112 -0.71128 -0.34135  0.107

=====

What did the second record say?
Here is a single C9H3N5 molecule from the Open Molecules 2025 dataset. Energies are from ωB97M-V with the def2-TZVPD basis set.

Calculated values
HOMO, eV: -9.4
LUMO energy, eV: -2.75
ΔE to the lowest compared entry with this formula, charge and spin, eV: 0.000
Electronic energy, a.u.: -618.34865
Total charge: 0
Orbital gap, eV: 6.63

Each line ends with the Löwdin charge.
Positions of all 17 atoms, in Å:
C1 -2.77050 -0.98195 -0.16829  -0.172
C2 -1.93014 1.78271 -0.08736  -0.157
C3 -0.25683 -2.84664 0.28497  -0.253
C4 0.87365 2.34733 0.24488  -0.200
C5 -1.38966 -0.65719 -0.03132  -0.201
C6 -0.97547 0.75366 -0.01731  -0.131
C7 -0.39220 -1.53206 0.23269  -0.017
C8 0.35904 1.09271 -0.04104  -0.190
C9 1.41996 0.11979 -0.27326  -0.037
N1 -3.89464 -1.14001 -0.29049  0.197
N2 -2.64622 2.69129 -0.10592  0.224
N3 0.17616 -3.95199 0.30364  0.166
N4 1.32749 3.38959 0.34018  0.212
N5 2.76952 0.02631 0.04247  0.153
H1 1.00394 -0.62089 -1.10512  0.170
H2 3.00478 0.23860 1.01264  0.129
H3 3.32112 -0.71128 -0.34135  0.107